Entry 1:
C46H59N11Ti | ωB97M-V/def2-TZVPD

E_LUMO (alpha / beta): -0.0996 / -0.1239 Ha
Net charge: +1
Multiplicity: 2
HOMO energy (alpha / beta): -8.85 / -10.37 eV
Relative energy (zero: lowest compared OMol25 entry of this formula, charge and spin): 0.117 eV

```
117
Properties=species:S:1:pos:R:3:forces:R:3:lowdin_charge:R:1
Ti -0.55733 -1.14043 -0.08246 -0.2 -0.4 0.1 1.0563
N 0.40682 -5.47557 0.47867 0.0 -0.1 0.0 0.1463
C 0.36984 -4.15308 0.57922 0.0 0.0 0.1 -0.1180
N -0.48222 -3.37827 -0.02836 -0.1 0.0 -0.2 0.0580
C -1.44409 -3.99475 -0.87807 0.1 0.0 0.1 -0.2841
N -2.29897 -3.26648 -1.47830 -0.1 0.1 -0.1 0.1050
N -2.16398 -1.93617 -1.17378 0.3 0.1 0.0 -0.1322
C -3.16461 -1.14962 -1.59112 0.2 0.0 0.1 -0.0759
C -3.12790 0.15097 -1.07120 0.1 -0.1 0.0 -0.2740
C -4.09889 1.14616 -1.28603 -0.1 0.0 0.0 -0.0051
C -4.02144 2.32320 -0.59371 0.0 0.0 0.0 -0.0487
C -2.94973 2.52699 0.29503 0.0 0.0 0.0 -0.0614
C -1.99856 1.54903 0.41831 0.0 0.1 0.0 -0.1177
N -2.05985 0.37233 -0.23553 0.1 0.2 0.0 0.0124
C -1.44110 -5.45060 -1.02924 0.1 0.1 0.0 -0.0848
C -2.35395 -6.12388 -1.83775 0.0 0.0 0.0 0.0008
C -2.30857 -7.50176 -1.93309 0.0 0.0 0.0 -0.0522
C -1.35386 -8.22544 -1.22256 0.0 0.0 0.0 -0.0538
C -0.44184 -7.57242 -0.41445 0.0 -0.1 0.0 -0.0069
C -0.49614 -6.19014 -0.32792 0.0 0.1 0.0 -0.1718
H 1.10885 -5.98420 0.99201 0.0 0.0 0.0 0.1661
H 1.11931 -3.71136 1.22074 0.0 0.0 0.0 0.1267
H -3.93683 -1.53702 -2.24039 -0.1 0.0 0.1 0.1320
H -4.90963 0.94597 -1.97360 0.0 0.0 0.0 0.1225
H -4.77192 3.09075 -0.72782 0.0 0.0 0.0 0.1173
H -2.85798 3.44365 0.86056 0.0 0.0 0.0 0.1113
H -1.14168 1.69077 1.05986 0.0 0.0 0.0 0.0888
H -3.08878 -5.54600 -2.38055 0.0 0.0 0.0 0.1188
H -3.01895 -8.02007 -2.56223 0.0 0.0 0.0 0.1137
H -1.32185 -9.30350 -1.29931 0.0 0.0 0.0 0.1149
H 0.30358 -8.12785 0.14211 0.0 0.0 0.0 0.1202
C -4.26844 -1.98887 2.08652 0.0 0.0 0.0 -0.0462
C -2.80491 -2.18860 2.49289 -0.2 0.0 0.0 -0.3803
C -2.61473 -3.48467 3.28445 0.0 0.0 0.0 -0.0490
C -2.27815 -0.99567 3.26987 0.0 0.0 -0.1 -0.1264
C -2.92725 -0.60555 4.43700 0.0 0.0 0.0 -0.0253
C -2.47043 0.46244 5.18936 0.0 0.0 0.0 -0.0488
C -1.35430 1.17590 4.78032 0.0 0.0 0.0 -0.0202
C -0.67472 0.82842 3.62111 0.1 0.0 0.0 -0.1364
C 0.53670 1.62370 3.16124 0.0 0.0 0.0 -0.3756
C 0.29817 3.13401 3.23554 0.0 0.0 0.0 -0.0540
C 1.78738 1.23878 3.95605 0.0 0.0 0.0 -0.0411
C -1.14175 -0.27349 2.88903 0.0 -0.1 0.0 -0.1609
N -0.42592 -0.64107 1.71909 0.0 -0.1 0.0 -0.0963
C 0.79977 -1.26844 1.79506 -0.1 0.2 0.1 -0.1853
C 1.62781 -1.20981 0.70512 0.1 0.2 -0.2 -0.2191
N 1.25727 -0.51316 -0.42993 -0.1 0.0 0.1 -0.0400
C 2.31906 -0.11485 -1.30661 0.0 0.0 0.0 -0.1368
C 2.22487 -0.32667 -2.69684 -0.1 0.0 0.0 -0.1407
C 3.30756 0.00564 -3.49846 0.1 0.0 0.0 -0.0326
C 4.47479 0.52581 -2.96691 0.0 0.0 0.0 -0.0571
C 4.54351 0.76185 -1.60953 0.0 0.0 0.0 -0.0386
C 3.47551 0.48068 -0.76011 0.0 0.0 0.0 -0.1293
C 3.62132 0.91888 0.69469 0.1 0.0 0.0 -0.3689
C 4.56850 0.01820 1.49499 0.0 0.0 0.0 -0.0478
C 4.14003 2.36155 0.79039 -0.1 0.0 0.0 -0.0552
C 1.00026 -0.89869 -3.38511 0.0 0.0 0.0 -0.3450
C 0.79704 -2.38546 -3.07490 0.0 0.1 0.0 -0.0461
C -0.23205 -0.03078 -3.13745 0.0 -0.2 -0.1 -0.0512
H -4.60112 -2.81462 1.45455 0.0 0.0 0.0 0.0840
H -4.38783 -1.05917 1.52601 0.0 0.0 0.0 0.0790
H -4.92525 -1.94718 2.95672 0.0 0.0 0.0 0.0795
H -2.25525 -2.30608 1.55745 0.1 0.1 0.1 0.0784
H -3.16497 -3.45410 4.22639 0.0 0.0 0.0 0.0830
H -1.56042 -3.64692 3.52306 0.0 0.0 0.0 0.0774
H -2.97681 -4.34091 2.71070 0.0 0.0 0.0 0.0809
H -3.80402 -1.14926 4.76686 0.0 0.0 0.0 0.1159
H -2.98839 0.74446 6.09664 0.0 0.0 0.0 0.1106
H -1.01461 2.01789 5.37051 0.0 0.0 0.0 0.1161
H 0.72444 1.37354 2.11243 0.0 0.0 0.0 0.0996
H 0.24353 3.48075 4.26856 0.0 0.0 0.0 0.0800
H -0.63402 3.41487 2.74044 0.0 0.0 0.0 0.0760
H 1.11750 3.67013 2.75311 0.0 0.0 0.0 0.0815
H 1.64959 1.45875 5.01660 0.0 0.0 0.0 0.0902
H 2.65264 1.80452 3.60309 0.0 0.0 0.0 0.0699
H 2.01320 0.17498 3.86008 0.0 0.0 0.0 0.0741
H 1.03290 -1.88992 2.65546 0.0 -0.1 -0.1 0.1414
H 2.53703 -1.80199 0.68197 0.0 -0.1 -0.1 0.1294
H 3.23380 -0.15817 -4.56713 0.0 0.0 0.0 0.1178
H 5.31246 0.76136 -3.60967 0.0 0.0 0.0 0.1112
H 5.44201 1.19991 -1.19442 0.0 0.0 0.0 0.1145
H 2.63828 0.90731 1.16585 0.0 0.0 0.0 0.0962
H 5.56236 0.02285 1.04306 0.0 0.0 0.0 0.0868
H 4.23580 -1.01874 1.54036 0.0 0.0 0.0 0.0628
H 4.66470 0.38730 2.51789 0.0 0.0 0.0 0.0814
H 5.20350 2.42356 0.55806 0.0 0.0 0.0 0.0812
H 4.00507 2.74129 1.80512 0.0 0.0 0.0 0.0781
H 3.61197 3.02104 0.10443 0.0 0.1 0.0 0.0535
H 1.20245 -0.84019 -4.45676 0.0 0.0 0.0 0.1309
H 0.77266 -2.57475 -2.00176 0.0 0.0 0.0 0.0385
H 1.62035 -2.97253 -3.48459 0.0 0.0 0.0 0.0906
H -0.13506 -2.74930 -3.51147 0.0 0.0 0.0 0.0844
H -0.37783 0.17870 -2.07613 -0.1 0.1 -0.1 0.0273
H -1.13166 -0.49669 -3.54149 0.0 0.0 0.0 0.0869
H -0.10140 0.94575 -3.60206 0.0 0.0 0.0 0.0700
C -0.75926 3.60089 -2.43956 0.0 0.0 -0.1 -0.1757
N -0.61492 5.03960 -2.66710 0.0 0.0 0.0 -0.0814
C 0.55125 5.24530 -3.53257 0.0 0.0 0.0 -0.1685
N 1.77815 4.69791 -2.94541 0.0 0.0 0.0 -0.0802
C 1.57500 3.26790 -2.71154 0.0 0.0 0.1 -0.1725
N 0.43304 3.00435 -1.82272 0.0 0.0 0.0 -0.0708
C 0.67743 3.70193 -0.55676 -0.1 0.0 0.0 -0.1795
N 0.86395 5.14300 -0.73191 0.0 0.0 0.0 -0.0764
C -0.34344 5.67665 -1.37426 0.0 0.0 0.0 -0.1677
C 1.98789 5.35321 -1.65187 0.0 0.0 0.0 -0.1669
H -0.94269 3.10975 -3.39904 0.0 0.0 0.0 0.1210
H -1.61832 3.42833 -1.79036 0.0 0.0 0.0 0.1033
H 0.68584 6.31501 -3.70084 0.0 0.0 0.0 0.1266
H 0.36857 4.75963 -4.49316 0.0 0.0 0.0 0.1262
H 2.47745 2.83879 -2.26670 0.0 0.0 0.0 0.1161
H 1.39823 2.77556 -3.67112 0.0 0.0 0.0 0.1213
H 1.56349 3.27563 -0.08254 0.0 0.0 0.0 0.1047
H -0.17912 3.54283 0.10299 0.0 0.0 0.0 0.0975
H -0.22032 6.75018 -1.52582 0.0 0.0 0.0 0.1266
H -1.19765 5.51202 -0.71284 0.0 0.0 0.0 0.1221
H 2.90150 4.96620 -1.19945 0.0 0.0 0.0 0.1177
H 2.11170 6.42558 -1.81325 0.0 0.0 0.0 0.1271
```
Positions in Å, forces in eV/Å.

***

Entry 2:
C22H17Cl3FeN5O5S | ωB97M-V/def2-TZVPD

E_LUMO (alpha / beta): 0.0041 / -0.0441 Ha
Multiplicity: 6
HOMO energy (alpha / beta): -8.41 / -8.44 eV
Relative energy (zero: lowest compared OMol25 entry of this formula, charge and spin): 0.621 eV

```
54
Properties=species:S:1:pos:R:3:forces:R:3:lowdin_charge:R:1
Fe 1.10132 0.61463 0.52383 0.0 -0.3 0.5 0.9974
C 0.74188 -1.61520 3.42876 0.0 0.0 0.0 -0.1298
N 0.58732 -0.21623 3.64246 0.0 0.1 -0.1 -0.0442
C -0.69487 0.40684 3.65633 -0.1 0.0 0.1 -0.1321
C -1.42825 0.62504 2.35289 0.0 -0.1 0.0 -0.2560
N -0.96299 0.62079 1.12613 0.0 0.1 0.1 0.0778
C -2.07419 0.77335 0.28298 0.0 0.0 0.0 -0.2062
C -2.18758 0.76798 -1.10481 0.0 0.0 0.0 -0.0019
C -3.44777 0.93479 -1.64582 0.0 0.0 0.0 -0.0680
C -4.58227 1.09884 -0.84043 0.0 0.0 0.0 -0.0831
C -4.48770 1.08469 0.53725 0.0 0.0 0.0 -0.0163
C -3.21725 0.91418 1.06926 0.0 0.0 0.0 -0.1810
N -2.76933 0.81184 2.37525 0.0 0.0 0.0 0.1719
C 0.85550 -2.15409 2.02164 -0.1 0.1 0.0 -0.2663
N 0.82070 -1.52766 0.87074 0.3 -0.1 -0.3 0.1003
C 1.04414 -2.50917 -0.10922 -0.1 0.0 0.0 -0.1780
C 1.10809 -2.41605 -1.49490 0.0 0.0 -0.1 -0.0106
C 1.33406 -3.58110 -2.20283 0.0 0.0 0.0 -0.0747
C 1.48728 -4.81767 -1.56284 0.0 0.0 0.0 -0.0858
C 1.41644 -4.92401 -0.18687 0.0 0.0 0.0 -0.0191
C 1.19432 -3.74684 0.51335 0.0 0.0 0.0 -0.1824
N 1.05871 -3.48422 1.86464 0.0 0.0 0.0 0.1713
H 1.65746 -1.94165 3.93383 0.0 0.0 0.0 0.1368
H -0.07921 -2.15103 3.91923 0.0 0.0 0.0 0.1313
H 1.31818 0.37744 3.27584 0.0 0.0 0.1 0.0614
H -1.37397 -0.18425 4.28314 0.0 0.0 0.0 0.1268
H -0.60158 1.38135 4.14393 0.1 0.0 0.0 0.1394
H -1.32719 0.61881 -1.73712 0.0 0.0 0.0 0.0993
H -3.55960 0.93379 -2.72175 0.0 0.0 0.0 0.1071
H -5.54971 1.22934 -1.30623 0.0 0.0 0.0 0.1040
H -5.36019 1.19572 1.16720 0.0 0.0 0.0 0.1108
H -3.32967 0.84424 3.20904 0.0 0.0 0.0 0.1680
H 1.00071 -1.46736 -1.99711 0.0 0.0 0.0 0.0402
H 1.39646 -3.53378 -3.28206 0.0 0.0 0.0 0.1025
H 1.66465 -5.70482 -2.15586 0.0 0.0 0.0 0.1027
H 1.53202 -5.87503 0.31582 0.0 0.0 0.0 0.1094
H 1.15959 -4.14084 2.61877 0.0 0.0 0.0 0.1684
Cl 0.72428 5.16999 -5.10906 0.0 0.0 0.0 0.6690
C 0.79043 3.84800 -3.98469 0.0 0.0 0.0 -0.6689
C 0.49018 4.06965 -2.65392 0.0 0.0 0.0 -0.1216
C 0.54503 3.00778 -1.77113 0.0 0.0 0.0 -0.5351
Cl 0.15463 3.29378 -0.10710 0.0 0.0 -0.2 0.8375
C 0.90160 1.70988 -2.16607 0.1 -0.1 0.1 -0.4339
O 0.93259 0.67400 -1.33569 -0.2 0.2 0.0 -0.2481
C 1.18743 1.54236 -3.52724 0.0 0.1 -0.1 -0.5618
Cl 1.61663 -0.03192 -4.10386 0.0 0.0 0.0 0.7487
C 1.13921 2.58815 -4.43211 0.0 -0.1 0.0 -0.1292
H 0.21701 5.05469 -2.30508 0.0 0.0 0.0 0.1089
H 1.37270 2.41539 -5.47244 0.0 0.0 0.0 0.1067
O 4.07996 2.06018 2.44336 0.0 0.0 0.0 -0.2499
S 3.00444 1.53351 1.67937 -0.1 0.1 -0.2 0.3296
O 2.90847 1.90725 0.23984 0.1 0.0 0.0 -0.3487
O 2.88589 0.02335 1.63549 0.0 0.0 0.0 -0.3625
O 1.60403 1.89130 2.18588 0.0 0.0 0.0 -0.4322
```
Positions in Å, forces in eV/Å.

***

Entry 3:
C4H9BO2 | ωB97M-V/def2-TZVPD

E_LUMO: 0.0230 Ha
Multiplicity: 1
HOMO energy: -8.81 eV
Relative energy (zero: lowest compared OMol25 entry of this formula, charge and spin): 4.491 eV

```
16
Properties=species:S:1:pos:R:3:forces:R:3:lowdin_charge:R:1
B -2.05200 1.15455 -0.08151 2.9 1.9 0.7 0.0393
C 0.08739 -0.73750 0.48510 -1.9 0.2 -1.0 -0.0855
C -1.40541 -1.15727 0.00163 3.0 -1.4 0.9 -0.1578
C 0.68474 0.47586 -0.38475 -2.3 -0.2 1.6 -0.5428
C 2.12408 0.54304 -0.10562 2.2 -1.0 0.6 -0.0875
O -2.30686 -0.09948 -0.06568 -1.0 0.6 1.1 0.0570
O 0.05734 1.64951 0.03219 -4.1 -0.3 -0.6 -0.1764
H -2.89132 1.99975 -0.01487 0.7 0.2 -0.2 0.0804
H 0.02312 -0.66006 1.64654 0.6 0.5 -2.2 0.1550
H 0.77100 -1.50617 0.18220 -0.1 -1.2 0.3 0.0806
H -1.53437 -1.49977 -0.99609 1.1 -1.0 -1.0 0.1124
H -1.70367 -2.01389 0.65421 -0.5 1.1 -0.2 0.1331
H 0.49848 0.29515 -1.47388 0.1 -0.3 0.6 0.1459
H 2.51977 -0.49724 -0.10089 0.2 0.6 -0.7 0.0857
H 2.37536 0.83478 0.90086 -0.6 0.3 0.8 0.0792
H 2.75234 1.21876 -0.67945 -0.3 -0.2 -0.7 0.0815
```
Positions in Å, forces in eV/Å.

***

| no. | electronic energy (eV) |
| --- | --- |
| 1 | -88163.7903 |
| 2 | -123570.7081 |
| 3 | -9063.0784 |